A | Entry from the OMol25 dataset: a 2-piece molecular cluster, C12H17N overall (the ωB97M-V functional and the def2-TZVPD basis).

Geometry (Å):
C (2.67, -1.07, 0.96)
C (0.50, -1.28, -2.03)
C (1.47, -0.60, -1.26)
C (1.63, -1.37, -0.02)
C (0.70, -2.35, -0.07)
C (0.76, 0.27, -3.81)
C (0.13, -0.81, -3.36)
C (1.68, 1.02, -2.91)
C (2.14, 0.53, -1.70)
N (0.06, -2.34, -1.37)
H (0.53, 0.75, -4.74)
H (-0.40, -1.45, -4.06)
H (2.01, 2.02, -3.13)
H (3.07, 0.85, -1.24)
H (-0.58, -3.07, -1.66)
H (0.69, -3.29, 0.45)
H (3.43, -1.83, 1.04)
H (2.37, -0.81, 1.99)
H (3.15, -0.10, 0.84)
C (-2.69, 1.65, 1.89)
C (-1.20, 1.34, 1.85)
C (-3.35, 1.24, 3.24)
H (-2.93, 2.67, 1.58)
H (-3.13, 1.05, 1.07)
H (-0.56, 2.17, 2.12)
H (-4.05, 0.42, 3.16)
H (-2.51, 0.85, 3.85)
H (-0.84, 1.03, 0.85)
H (-0.98, 0.55, 2.57)
H (-3.76, 1.99, 3.91)

2S+1: 2
Highest occupied orbital energy (alpha / beta): -13.20 / -13.17 eV
Net charge: +1
Expectation value of S²: 0.773

Results of the natural (NBO) charge analysis, in e, for atoms 1 through 6: -0.68 0.25 -0.01 -0.01 -0.02 -0.20

=====

B | Entry from the OMol25 dataset: a 2-piece molecular cluster, C12H17N overall (the ωB97M-V functional and the def2-TZVPD basis).

Geometry (Å):
C (-3.08, 1.42, -0.83)
C (-0.03, 1.59, 1.22)
C (-0.64, 1.40, -0.06)
C (-2.00, 1.65, 0.13)
C (-2.20, 2.06, 1.46)
C (1.30, 1.36, 1.42)
C (2.02, 0.97, 0.27)
C (1.49, 0.90, -1.01)
C (0.14, 1.13, -1.21)
N (-1.01, 2.04, 2.14)
H (1.82, 1.38, 2.37)
H (3.05, 0.69, 0.37)
H (-0.83, 2.82, 2.75)
H (2.19, 0.84, -1.82)
H (-3.16, 2.39, 1.80)
H (-0.24, 1.03, -2.23)
H (-3.09, 2.08, -1.70)
H (-4.08, 1.65, -0.42)
H (-3.06, 0.37, -1.14)
C (1.46, -2.89, -0.47)
C (0.35, -2.53, -1.47)
C (1.35, -2.23, 0.93)
H (1.52, -4.00, -0.42)
H (2.49, -2.85, -0.84)
H (0.55, -3.00, -2.43)
H (1.31, -2.88, 1.79)
H (2.09, -1.44, 1.02)
H (0.44, -1.46, -1.55)
H (-0.57, -2.87, -1.00)
H (0.43, -1.62, 0.94)

2S+1: 2
Highest occupied orbital energy (alpha / beta): -13.10 / -13.35 eV
Net charge: +1
Expectation value of S²: 0.776

Results of the natural (NBO) charge analysis, in e, for atoms 1 through 6: -0.68 0.25 -0.16 0.11 0.14 -0.23

=====

Stability, lowest: A

=====

A | Entry from the OMol25 dataset: one molecule with the formula H3N4P (the ωB97M-V functional and the def2-TZVPD basis).

Geometry (Å):
N (-0.66, 0.82, -0.01)
N (-1.66, 0.08, -0.02)
N (0.78, 0.78, 0.22)
N (1.38, -0.50, 0.27)
P (-3.11, -0.40, -0.07)
H (0.98, 1.16, -0.66)
H (1.35, -0.92, -0.74)
H (0.94, -1.03, 1.01)

Highest occupied orbital energy: -7.62 eV

Results of the natural (NBO) charge analysis, in e, for atoms 1 through 6: -0.17 -0.48 -0.26 -0.67 0.50 0.36

=====

B | Entry from the OMol25 dataset: a 2-piece molecular cluster, H3N4P overall (the ωB97M-V functional and the def2-TZVPD basis).

Geometry (Å):
N (2.03, -0.69, 0.50)
N (1.64, 0.05, -0.39)
N (-1.77, 0.86, -0.78)
N (-1.88, 0.06, 0.08)
P (0.97, 0.65, -1.59)
H (2.91, -0.38, 1.04)
H (-1.51, 0.39, 1.10)
H (-2.38, -0.93, 0.04)

Highest occupied orbital energy: -7.85 eV

Results of the natural (NBO) charge analysis, in e, for atoms 1 through 6: -0.50 -0.47 -0.24 -0.37 0.64 0.34

=====

Stability, lowest: B

=====

A | Entry from the OMol25 dataset: CHI2NO as an isolated structure (the ωB97M-V functional and the def2-TZVPD basis).

Geometry (Å):
C (-0.01, 0.32, 0.66)
N (0.17, -1.29, 1.85)
O (-0.13, 1.33, 1.19)
I (-0.03, -0.43, 3.69)
I (-0.94, -2.91, 1.39)
H (0.01, -0.11, -0.33)

Highest occupied orbital energy: -8.35 eV

In the natural (NBO) picture, each atom carries the following charge in e: 0.64 -1.05 -0.42 0.31 0.33 0.19

=====

B | Entry from the OMol25 dataset: one molecule with the formula CHI2NO (the ωB97M-V functional and the def2-TZVPD basis).

Geometry (Å):
C (0.46, 1.03, -0.31)
N (-1.16, -0.77, -0.26)
O (0.30, 2.07, -0.83)
I (2.12, 0.35, 0.52)
I (-0.07, -2.32, 0.26)
H (-1.65, -0.37, 0.62)

Highest occupied orbital energy (alpha / beta): -8.76 / -8.50 eV

In the natural (NBO) picture, each atom carries the following charge in e: 0.38 -0.86 -0.47 0.23 0.36 0.35

=====

Stability, lowest: B

=====

A | Entry from the OMol25 dataset: one molecule with the formula C4H4O2S2 (the ωB97M-V functional and the def2-TZVPD basis).

Geometry (Å):
C (-3.04, -0.03, 0.50)
C (-1.74, 0.01, -0.47)
C (0.32, -0.74, -0.21)
C (0.28, 0.63, -0.19)
H (-2.77, 0.62, 1.63)
H (-4.05, 0.59, -0.02)
H (-3.19, -1.09, 0.67)
H (-2.20, -0.03, -1.53)
O (-0.98, -1.18, -0.05)
O (-0.98, 1.01, -0.22)
S (1.74, -1.48, 0.10)
S (1.58, 1.61, 0.13)

Highest occupied orbital energy: -8.65 eV

Results of the natural (NBO) charge analysis, in e, for atoms 1 through 6: -0.63 0.35 0.04 0.09 0.23 0.23

=====

B | Entry from the OMol25 dataset: one molecule with the formula C4H4O2S2 (the ωB97M-V functional and the def2-TZVPD basis).

Geometry (Å):
C (-1.49, 0.25, 0.05)
C (0.00, 0.13, 0.13)
C (0.71, -1.02, 0.28)
C (2.14, 1.08, -0.03)
H (-2.84, 1.38, 0.20)
H (0.34, -2.09, 0.48)
H (2.66, 1.54, -0.80)
H (2.36, 1.60, 0.95)
O (-1.89, 1.54, 0.14)
O (0.69, 1.28, -0.21)
S (-2.56, -0.92, -0.13)
S (2.50, -0.80, -0.05)

Highest occupied orbital energy: -8.34 eV

Results of the natural (NBO) charge analysis, in e, for atoms 1 through 6: 0.16 0.15 -0.34 -0.15 0.49 0.27

=====

Stability, lowest: A

=====

A | Entry from the OMol25 dataset: a 2-piece molecular cluster, C3H11NO2S overall (the ωB97M-V functional and the def2-TZVPD basis).

Geometry (Å):
C (-1.06, -0.22, -1.20)
O (-1.95, 0.80, -1.19)
C (0.31, 0.44, -0.72)
C (1.25, -0.67, -0.86)
S (2.45, -0.87, 0.49)
N (0.19, 0.88, 0.68)
H (-1.42, -1.07, -0.70)
H (-1.00, -0.60, -2.21)
H (-2.00, 1.52, -1.92)
H (0.68, 1.26, -1.38)
H (1.98, -0.50, -1.65)
H (0.59, -1.55, -0.95)
H (2.48, 0.54, 0.69)
H (-0.41, 0.15, 1.26)
H (-0.45, 1.74, 0.57)
H (-0.16, -1.23, 2.85)
H (-0.63, -0.01, 3.46)
O (-0.84, -0.60, 2.76)

Highest occupied orbital energy: -8.48 eV

Results of the natural (NBO) charge analysis, in e, for atoms 1 through 6: -0.07 -0.75 -0.09 -0.53 -0.10 -0.88

=====

B | Entry from the OMol25 dataset: a 3-piece molecular cluster, C3H11NO2S overall (the ωB97M-V functional and the def2-TZVPD basis).

Geometry (Å):
C (0.32, -0.87, -0.93)
C (-0.79, 0.15, -1.24)
S (-2.30, -0.28, -0.31)
N (1.73, -0.50, -0.89)
C (2.42, 0.16, 0.17)
O (1.73, 1.22, 0.85)
H (0.15, -1.64, -0.13)
H (0.36, -1.60, -1.78)
H (-0.88, 0.22, -2.33)
H (-0.43, 1.11, -0.91)
H (-2.01, 1.82, 0.46)
H (1.94, 0.07, -1.74)
H (2.72, -0.48, 1.08)
H (3.28, 0.59, -0.29)
H (0.96, 0.83, 1.31)
H (-1.29, 0.44, 1.45)
H (-0.83, -0.78, 2.10)
O (-0.62, 0.17, 2.14)

Highest occupied orbital energy: -9.13 eV

Results of the natural (NBO) charge analysis, in e, for atoms 1 through 6: -0.25 -0.59 0.05 -0.63 0.09 -0.77

=====

Stability, lowest: B

=====

A | Entry from the OMol25 dataset: one molecule with the formula C3H5N3S2 (the ωB97M-V functional and the def2-TZVPD basis).

Geometry (Å):
C (0.55, -1.97, -0.90)
C (0.04, 0.43, -0.25)
C (-1.16, 1.38, 1.39)
H (2.72, 0.23, -1.63)
H (1.15, -2.45, -1.65)
H (0.26, 1.41, -0.62)
H (-1.05, 2.35, 0.85)
H (-1.97, 0.41, 2.76)
N (0.66, -0.59, -1.03)
N (-0.59, 0.22, 0.84)
N (-1.92, 1.38, 2.40)
S (1.60, 0.03, -2.35)
S (-0.30, -2.83, 0.19)

Highest occupied orbital energy: -8.72 eV

Results of the natural (NBO) charge analysis, in e, for atoms 1 through 6: -0.11 0.29 0.23 0.11 0.20 0.17

=====

B | Entry from the OMol25 dataset: one molecule with the formula C3H5N3S2 (the ωB97M-V functional and the def2-TZVPD basis).

Geometry (Å):
C (1.19, 1.31, -0.16)
C (-0.77, 0.29, 0.26)
C (1.51, -1.19, -0.08)
N (0.23, 2.19, 0.00)
N (-0.92, 1.56, 0.25)
N (0.79, 0.04, -0.06)
S (-3.50, -0.54, -0.49)
S (-1.81, -1.06, 0.53)
H (2.20, 1.59, -0.36)
H (2.42, -1.06, -0.66)
H (1.76, -1.52, 0.93)
H (0.89, -1.95, -0.55)
H (-3.99, 0.33, 0.39)

Highest occupied orbital energy: -8.94 eV

Results of the natural (NBO) charge analysis, in e, for atoms 1 through 6: 0.19 0.11 -0.41 -0.31 -0.27 -0.38

=====

Stability, lowest: A